#1
C2H6N2 | ωB97M-V/def2-TZVPD

## Properties
frontier orbital gap = 8.1 eV

The geometry in ORCA input format:
```
! RIJCOSX wB97M-V def2-TZVPD def2/J DEFGRID3
* xyz 0 1
C 1.281 -0.650 0.015
N 0.633 0.659 -0.149
C -0.568 0.780 0.366
N -1.911 0.116 -0.112
H 2.278 -0.465 0.381
H 0.732 -1.366 0.525
H 1.439 -0.967 -1.022
H -0.839 1.342 1.219
H -1.411 1.160 -0.421
H -1.634 -0.609 -0.803
*
```

***

#2
C2H6N2 | ωB97M-V/def2-TZVPD

## Properties
frontier orbital gap = 10.0 eV
structure (SMILES) = [H]/N=C(/C)N

The geometry in ORCA input format:
```
! RIJCOSX wB97M-V def2-TZVPD def2/J DEFGRID3
* xyz 0 1
H -1.482 1.772 0.102
N -0.611 1.378 -0.134
C -0.219 0.236 -0.170
C 1.235 -0.037 -0.092
N -1.136 -0.783 -0.223
H 1.386 -1.152 -0.333
H 1.836 0.655 -0.692
H 1.562 0.159 0.966
H -0.702 -1.633 0.120
H -1.869 -0.595 0.455
*
```

***

#2 takes first place; second place is 414.5 kJ/mol up.

***

#1
C2H6N2 | ωB97M-V/def2-TZVPD

## Properties
frontier orbital gap = 10.5 eV
structure (SMILES) = CN1CN1

The geometry in ORCA input format:
```
! RIJCOSX wB97M-V def2-TZVPD def2/J DEFGRID3
* xyz 0 1
C -1.296 -0.316 0.312
N -0.038 -0.501 -0.351
C 0.983 0.604 -0.587
N 1.025 -0.122 0.624
H -1.967 -1.151 -0.018
H -1.045 -0.363 1.292
H -1.739 0.665 0.062
H 0.681 1.703 -0.524
H 1.579 0.194 -1.406
H 1.817 -0.713 0.596
*
```

***

#2
C2H6N2 | ωB97M-V/def2-TZVPD

## Properties
frontier orbital gap = 9.6 eV
structure (SMILES) = C/C=N\N

The geometry in ORCA input format:
```
! RIJCOSX wB97M-V def2-TZVPD def2/J DEFGRID3
* xyz 0 1
C 0.701 -1.022 -0.264
C -0.678 -0.418 -0.544
N -1.149 0.649 -0.091
N -0.447 1.506 0.695
H 0.823 -1.346 0.753
H 1.424 -0.146 -0.287
H 1.048 -1.845 -0.994
H -1.219 -1.035 -1.300
H -0.927 2.424 0.739
H 0.425 1.233 1.293
*
```

***

#3
C2H6N2 | ωB97M-V/def2-TZVPD

## Properties
frontier orbital gap = 10.0 eV
structure (SMILES) = C/N=C\N

The geometry in ORCA input format:
```
! RIJCOSX wB97M-V def2-TZVPD def2/J DEFGRID3
* xyz 0 1
C 1.069 -0.450 0.765
N 0.139 0.620 0.934
C -0.781 0.806 0.095
N -0.964 0.048 -1.046
H 1.704 -0.541 1.637
H 1.751 -0.217 -0.068
H 0.598 -1.405 0.510
H -1.532 1.579 0.191
H -0.354 -0.698 -1.251
H -1.629 0.257 -1.768
*
```

***

#3 takes first place; second place is 133.3 kJ/mol up.

***

#1
C2H3NOS2 | ωB97M-V/def2-TZVPD

## Properties
frontier orbital gap = 8.0 eV

The geometry in ORCA input format:
```
! RIJCOSX wB97M-V def2-TZVPD def2/J DEFGRID3
* xyz 0 1
C 0.881 0.881 -0.223
C 0.874 -0.523 0.247
N -0.135 1.594 -0.227
O -2.320 -1.452 -0.617
S -1.681 1.261 0.316
S -1.629 -0.900 0.473
H 1.630 1.241 -0.944
H 1.419 -1.409 -0.351
H 0.961 -0.694 1.326
*
```

***

#2
C2H3NOS2 | ωB97M-V/def2-TZVPD

## Properties
frontier orbital gap (spin up / spin down) = 6.1 / 7.0 eV

The geometry in ORCA input format:
```
! RIJCOSX wB97M-V def2-TZVPD def2/J DEFGRID3
* xyz 0 1
C -0.865 -0.303 0.323
C -0.035 1.004 -0.340
N -0.121 -1.367 0.351
O -2.044 -0.095 0.373
S 1.575 0.948 0.295
S 2.395 -0.603 -0.455
H -0.017 0.762 -1.326
H -0.665 1.858 -0.079
H -0.223 -2.204 0.857
*
```

***

#2 takes first place; second place is 32.6 kJ/mol up.

***

#1
C3H6N3 | ωB97M-V/def2-TZVPD

## Properties
frontier orbital gap = 8.8 eV
structure (SMILES) = C=N[N+]#CCN

The geometry in ORCA input format:
```
! RIJCOSX wB97M-V def2-TZVPD def2/J DEFGRID3
* xyz 1 1
C -3.165 0.171 0.107
N -1.922 0.201 -0.231
N -0.778 -0.342 -0.016
C 0.384 -0.610 -0.071
C 1.826 -0.629 -0.038
N 2.343 0.703 -0.032
H -3.795 0.893 -0.393
H -3.587 -0.511 0.843
H 2.158 -1.167 0.857
H 2.183 -1.185 -0.914
H 2.109 1.255 0.782
H 2.244 1.222 -0.894
*
```

***

#2
C3H6N3 | ωB97M-V/def2-TZVPD

## Properties
frontier orbital gap = 7.1 eV
structure (SMILES) = C=NC#[N+]CN

The geometry in ORCA input format:
```
! RIJCOSX wB97M-V def2-TZVPD def2/J DEFGRID3
* xyz 1 1
C -0.349 -1.300 -2.755
N -0.155 -0.686 -1.675
C 0.415 -0.288 -0.648
N 1.031 0.066 0.406
C 0.660 0.510 1.703
N -0.600 1.179 1.798
H -1.260 -1.172 -3.378
H 0.406 -2.026 -2.966
H 0.470 -0.328 2.389
H 1.400 1.181 2.228
H -0.712 2.183 1.615
H -1.306 0.683 1.282
*
```

***

#3
C3H6N3 | ωB97M-V/def2-TZVPD

## Properties
frontier orbital gap (spin up / spin down) = 8.1 / 7.3 eV

The geometry in ORCA input format:
```
! RIJCOSX wB97M-V def2-TZVPD def2/J DEFGRID3
* xyz 1 1
C -2.416 -0.539 -0.118
C -0.704 0.701 0.110
C 1.559 0.761 -0.003
N 3.346 -0.869 0.040
N 2.723 0.165 -0.145
N 0.396 0.065 0.011
H -3.255 -0.057 -0.381
H -2.383 -1.264 0.554
H -0.987 1.682 0.103
H 1.364 1.874 -0.005
H 4.139 -1.185 -0.407
H 0.273 -0.917 0.086
*
```

***

#4
C3H6N3 | ωB97M-V/def2-TZVPD

## Properties
frontier orbital gap = 9.2 eV

The geometry in ORCA input format:
```
! RIJCOSX wB97M-V def2-TZVPD def2/J DEFGRID3
* xyz 1 1
C -1.342 0.199 -1.313
C -1.261 -0.082 0.125
C 1.417 -0.207 0.993
N 0.791 0.827 -1.054
N -0.259 0.669 -1.811
N 0.561 0.359 0.085
H -2.198 -0.036 -2.005
H -1.767 0.486 0.817
H -1.185 -1.137 0.488
H 1.803 -1.109 0.640
H 2.354 0.273 1.054
H 1.087 -0.243 1.981
*
```

***

#2 takes first place; second place is 45.8 kJ/mol up.

***

#1
C6H16O | ωB97M-V/def2-TZVPD

## Properties
frontier orbital gap = 11.2 eV
structure (SMILES) = CCC(C)CC.O

The geometry in ORCA input format:
```
! RIJCOSX wB97M-V def2-TZVPD def2/J DEFGRID3
* xyz 0 1
C 2.438 1.007 -0.947
C 1.955 0.515 0.384
C 0.428 0.107 0.308
C -0.352 1.452 0.077
C 0.007 -0.851 1.422
C -1.222 -1.670 1.238
H 1.627 1.180 -1.664
H 3.108 0.248 -1.494
H 2.837 1.924 -0.850
H 2.622 -0.444 0.733
H 2.166 1.378 1.045
H 0.319 -0.407 -0.695
H -0.444 1.583 -1.023
H -1.366 1.501 0.431
H -0.017 2.380 0.435
H -0.223 -0.118 2.239
H 0.820 -1.496 1.720
H -2.063 -1.183 0.841
H -1.402 -2.319 2.194
H -1.037 -2.643 0.597
O -2.752 -0.508 -1.859
H -1.812 -0.664 -1.723
H -2.631 -0.213 -2.809
*
```

***

#2
C6H16O | ωB97M-V/def2-TZVPD

## Properties
frontier orbital gap = 11.1 eV
structure (SMILES) = CC(C)C.CCO

The geometry in ORCA input format:
```
! RIJCOSX wB97M-V def2-TZVPD def2/J DEFGRID3
* xyz 0 1
C -0.314 0.509 -1.974
C -1.409 -0.267 -1.231
C -2.500 0.692 -0.726
C -1.945 -1.381 -2.085
H -0.722 0.794 -2.950
H 0.704 0.057 -1.966
H 0.087 1.440 -1.504
H -0.903 -0.758 -0.367
H -2.144 1.732 -0.660
H -3.421 0.515 -1.275
H -2.796 0.373 0.294
H -1.212 -2.096 -2.437
H -2.659 -2.051 -1.585
H -2.592 -0.972 -2.922
C 2.892 -0.406 1.229
C 1.859 -0.235 2.344
O 1.331 1.103 2.259
H 2.331 -0.498 0.301
H 3.129 -1.446 1.483
H 3.465 0.501 1.369
H 0.896 -0.850 2.381
H 2.361 -0.274 3.303
H 1.040 1.427 3.111
*
```

***

#3
C6H16O | ωB97M-V/def2-TZVPD

## Properties
frontier orbital gap = 11.0 eV
structure (SMILES) = CCCCCC.O

The geometry in ORCA input format:
```
! RIJCOSX wB97M-V def2-TZVPD def2/J DEFGRID3
* xyz 0 1
C -0.853 -1.222 2.530
C -1.378 -0.884 1.174
C -0.595 -1.187 -0.108
C 0.717 -0.269 -0.197
C 1.135 -0.234 -1.704
C 2.309 0.863 -1.897
H -0.183 -0.442 2.929
H -0.326 -2.191 2.566
H -1.746 -1.283 3.175
H -2.314 -1.473 1.123
H -1.656 0.182 1.275
H -0.169 -2.204 -0.210
H -1.318 -1.041 -0.933
H 0.545 0.763 0.163
H 1.536 -0.705 0.406
H 1.451 -1.255 -1.991
H 0.304 0.062 -2.373
H 3.177 0.624 -1.261
H 1.879 1.822 -1.560
H 2.657 0.980 -2.937
O -2.085 2.915 -0.189
H -1.382 3.386 -0.691
H -1.707 2.792 0.711
*
```

***

#3 takes first place; second place is 99.6 kJ/mol up.

***

#1
C6H16O | ωB97M-V/def2-TZVPD

## Properties
frontier orbital gap = 11.6 eV
structure (SMILES) = CCCCCC.O

The geometry in ORCA input format:
```
! RIJCOSX wB97M-V def2-TZVPD def2/J DEFGRID3
* xyz 0 1
C 0.303 1.267 1.636
C 0.134 1.026 0.142
C 0.734 -0.321 -0.350
C -0.022 -1.593 -0.170
C -1.562 -1.482 -0.341
C -1.865 -0.999 -1.847
H 1.000 0.570 2.165
H 0.807 2.418 1.956
H -0.764 1.297 2.208
H -0.924 0.893 -0.227
H 0.631 1.902 -0.240
H 0.785 -0.292 -1.416
H 1.788 -0.349 0.186
H 0.112 -1.837 0.967
H 0.322 -2.286 -0.824
H -1.938 -2.560 -0.085
H -1.909 -0.820 0.432
H -1.123 -1.530 -2.580
H -1.765 0.038 -1.966
H -2.852 -1.292 -2.133
O 3.031 2.189 0.842
H 2.214 2.382 0.449
H 2.864 1.379 1.196
*
```

***

#2
C6H16O | ωB97M-V/def2-TZVPD

## Properties
frontier orbital gap = 11.6 eV
structure (SMILES) = CCCC(C)C.O

The geometry in ORCA input format:
```
! RIJCOSX wB97M-V def2-TZVPD def2/J DEFGRID3
* xyz 0 1
C -0.544 2.029 1.501
C -1.103 0.722 0.913
C -0.727 0.493 -0.548
C 0.789 0.300 -0.809
C 1.015 -0.105 -2.270
C 1.441 -0.664 0.156
H -0.886 2.169 2.529
H -0.891 2.884 0.922
H 0.551 2.017 1.484
H -0.827 -0.125 1.550
H -2.187 0.818 0.961
H -1.249 -0.399 -0.897
H -1.017 1.367 -1.122
H 1.213 1.294 -0.670
H 1.219 0.755 -2.908
H 1.838 -0.809 -2.391
H 0.106 -0.544 -2.684
H 1.472 -0.268 1.164
H 2.468 -0.889 -0.133
H 0.934 -1.626 0.183
O -1.561 -3.114 1.187
H -0.718 -2.769 1.532
H -1.336 -3.535 0.352
*
```

***

#2 takes first place; second place is 232.8 kJ/mol up.

***

#1
C6H16O | ωB97M-V/def2-TZVPD

## Properties
frontier orbital gap = 11.3 eV
structure (SMILES) = CCC(C)(C)C.O

The geometry in ORCA input format:
```
! RIJCOSX wB97M-V def2-TZVPD def2/J DEFGRID3
* xyz 0 1
C 0.000 0.000 0.000
C 0.204 1.506 0.166
C -0.406 2.592 -0.788
C -1.890 2.540 -0.731
C -0.050 3.983 -0.379
C 0.119 2.306 -2.251
H 0.210 -0.537 0.940
H 0.735 -0.317 -0.758
H -1.008 -0.281 -0.348
H -0.164 1.769 1.176
H 1.310 1.526 0.195
H -2.277 3.443 -1.233
H -2.153 2.593 0.339
H -2.382 1.656 -1.170
H -0.495 4.292 0.582
H -0.457 4.627 -1.178
H 1.041 4.135 -0.327
H -0.242 3.135 -2.882
H -0.270 1.358 -2.658
H 1.221 2.282 -2.297
O -0.912 6.805 -1.522
H -1.445 7.632 -1.524
H -0.965 6.477 -0.596
*
```

***

#2
C6H16O | ωB97M-V/def2-TZVPD

## Properties
frontier orbital gap = 11.3 eV
structure (SMILES) = CC(C)C.CCO

The geometry in ORCA input format:
```
! RIJCOSX wB97M-V def2-TZVPD def2/J DEFGRID3
* xyz 0 1
C 0.039 2.005 -0.916
C -0.918 0.783 -0.885
C -1.957 1.024 0.203
C -1.538 0.619 -2.271
H 1.046 1.741 -1.249
H 0.071 2.484 0.056
H -0.306 2.726 -1.662
H -0.400 -0.116 -0.543
H -2.588 1.898 -0.002
H -2.555 0.182 0.547
H -1.496 1.387 1.136
H -2.140 -0.284 -2.364
H -2.307 1.407 -2.351
H -0.849 0.860 -3.075
C 2.609 -2.018 1.852
C 1.401 -1.882 0.914
O 0.163 -1.706 1.579
H 3.022 -1.079 2.232
H 3.380 -2.553 1.308
H 2.352 -2.596 2.741
H 1.589 -1.108 0.173
H 1.293 -2.895 0.530
H 0.089 -0.878 2.048
*
```

***

#1 takes first place; second place is 45.8 kJ/mol up.

***

#1
C2H3NOS | ωB97M-V/def2-TZVPD

## Properties
frontier orbital gap = 8.9 eV
structure (SMILES) = O=CNC=S

The geometry in ORCA input format:
```
! RIJCOSX wB97M-V def2-TZVPD def2/J DEFGRID3
* xyz 0 1
O 0.236 2.221 0.131
C 0.014 1.258 -0.463
N 0.122 0.084 0.450
C -0.053 -1.239 0.118
S -0.316 -1.850 -1.346
H -0.396 1.124 -1.376
H 0.299 0.252 1.422
H 0.092 -1.850 1.064
*
```

***

#2
C2H3NOS | ωB97M-V/def2-TZVPD

## Properties
frontier orbital gap = 9.0 eV
structure (SMILES) = N#CC=O.S

The geometry in ORCA input format:
```
! RIJCOSX wB97M-V def2-TZVPD def2/J DEFGRID3
* xyz 0 1
N 5.181 1.708 1.459
C 4.333 1.479 0.720
C 3.350 0.871 -0.182
O 2.359 0.405 0.302
H 3.516 0.726 -1.360
S -1.689 -0.660 -0.153
H -1.561 -0.575 1.183
H -1.389 -1.956 0.102
*
```

***

#3
C2H3NOS | ωB97M-V/def2-TZVPD

## Properties
frontier orbital gap = 7.7 eV

The geometry in ORCA input format:
```
! RIJCOSX wB97M-V def2-TZVPD def2/J DEFGRID3
* xyz 0 1
C 1.080 1.137 -0.102
C -0.859 0.116 -0.092
N -0.709 -1.119 0.143
O -1.817 0.798 -0.083
S 2.146 -0.093 -0.050
H 1.473 2.105 -0.351
H 0.259 -1.381 0.209
H -1.572 -1.563 0.325
*
```

***

#1 takes first place; second place is 95.0 kJ/mol up.